Record 1
{
  "formula": "C23H31Cl5N13OPSn",
  "method": "wB97M-V/def2-TZVPD",
  "species": ["Sn", "Cl", "C", "C", "Cl", "C", "Cl", "C", "O", "C", "Cl", "C", "Cl", "N", "C", "N", "N", "N", "N", "C", "N", "N", "N", "N", "H", "N", "P", "N", "C", "C", "C", "C", "C", "N", "C", "C", "C", "C", "C", "N", "C", "C", "C", "C", "C", "H", "H", "H", "H", "H", "H", "H", "H", "H", "H", "H", "H", "H", "H", "H", "H", "H", "H", "H", "H", "H", "H", "H", "H", "H", "H", "H", "H", "H", "H"],
  "positions_angstrom": [[0.4877, 2.1368, -1.4709], [7.4427, 6.8646, -0.5343], [5.7999, 6.3043, -0.7038], [5.5114, 4.9412, -0.8234], [6.8251, 3.7952, -0.7731], [4.2154, 4.4949, -0.9878], [3.8615, 2.8035, -1.1251], [3.0790, 5.3780, -1.0649], [1.9197, 4.9784, -1.2545], [3.4309, 6.7716, -0.9052], [2.1081, 7.8921, -0.9429], [4.7316, 7.2054, -0.7415], [5.0619, 8.9096, -0.5818], [-2.1591, 2.7813, 1.1159], [-2.6122, 2.6219, -0.1782], [-3.8899, 2.7056, -0.5037], [-3.8935, 2.4955, -1.8431], [-2.6943, 2.3031, -2.2740], [-1.8385, 2.3750, -1.2239], [-0.8329, 2.9840, 1.4637], [-0.4951, 3.3879, 2.6707], [0.8618, 3.4160, 2.6358], [1.2927, 3.0602, 1.4792], [0.2240, 2.7806, 0.6863], [-2.8316, 3.1526, 1.7639], [0.7175, 0.1435, -0.9412], [-0.2706, -0.8604, -0.3465], [-1.8085, -0.9088, -1.0083], [-3.1792, -0.8458, -0.5122], [-3.8972, -2.1760, -0.7206], [-3.8940, -2.5266, -2.2084], [-2.4727, -2.4839, -2.7704], [-1.8061, -1.1426, -2.4616], [0.3612, -2.4128, -0.7071], [-0.1077, -3.5299, 0.0882], [-0.0258, -4.8389, -0.7039], [1.2360, -4.8804, -1.5843], [2.2844, -3.9230, -1.0297], [1.7765, -2.4850, -1.1139], [-0.4207, -0.8763, 1.3282], [-1.5146, -1.2683, 2.2121], [-0.9748, -1.9662, 3.4567], [-0.0977, -1.0322, 4.3020], [0.5491, 0.0365, 3.4118], [0.8358, -0.5012, 2.0211], [-3.7069, -0.0729, -1.0819], [-3.2168, -0.5249, 0.5162], [-4.9230, -2.1116, -0.3444], [-3.3788, -2.9583, -0.1525], [-4.4987, -1.7791, -2.7358], [-4.3591, -3.5011, -2.3821], [-2.4888, -2.6489, -3.8523], [-1.8663, -3.2748, -2.3150], [-2.3435, -0.3219, -2.9450], [-0.7807, -1.1236, -2.8286], [-1.1474, -3.3485, 0.3657], [0.4459, -3.6189, 1.0363], [-0.9170, -4.9422, -1.3280], [-0.0272, -5.6780, -0.0003], [0.9895, -4.5644, -2.6024], [1.6235, -5.8999, -1.6511], [3.2179, -3.9948, -1.5924], [2.5172, -4.1935, 0.0058], [1.8594, -2.1420, -2.1474], [2.4012, -1.8106, -0.5240], [-2.1668, -1.9752, 1.7084], [-2.1267, -0.4034, 2.5028], [-0.3902, -2.8297, 3.1262], [-1.8157, -2.3532, 4.0394], [0.6724, -1.6177, 4.8137], [-0.6976, -0.5515, 5.0790], [1.4790, 0.4022, 3.8495], [-0.1060, 0.9020, 3.3273], [1.5064, -1.3734, 2.0943], [1.3477, 0.2491, 1.4230]],
  "homo_ev": -2.179,
  "charge": -2,
  "e_above_lowest_kcal_mol": 5.39,
  "gap_ev": 6.1823,
  "lumo_energy_ev": 4.0
}

Record 2
{
  "formula": "C5H10O3",
  "method": "wB97M-V/def2-TZVPD",
  "species": ["C", "C", "C", "C", "C", "O", "O", "O", "H", "H", "H", "H", "H", "H", "H", "H", "H", "H"],
  "positions_angstrom": [[1.0749, -0.0651, 0.3018], [-1.1271, -0.8526, -0.5655], [1.0239, 1.3505, 0.8244], [-1.5124, 0.4273, -1.2638], [-0.7730, -0.8929, 0.7687], [1.6170, -0.0648, -0.9762], [1.9010, -0.8854, 1.0945], [-0.9373, -1.2296, 1.8837], [2.2034, -0.8323, -1.0432], [1.4353, -1.1058, 1.9153], [-0.6759, -1.6484, -1.1492], [-2.4511, -1.5716, -0.3325], [0.4608, 1.9960, 0.1500], [2.0381, 1.7622, 0.9099], [0.5655, 1.3878, 1.8155], [-0.6472, 0.8477, -1.7794], [-2.2943, 0.2133, -1.9937], [-1.9016, 1.1639, -0.5604]],
  "homo_ev": -7.407,
  "e_above_lowest_kcal_mol": 103.90,
  "gap_ev": 8.0609,
  "lumo_energy_ev": 0.7
}

Record 3
{
  "formula": "C11H18S",
  "method": "wB97M-V/def2-TZVPD",
  "species": ["C", "C", "C", "C", "C", "C", "C", "S", "C", "C", "C", "C", "H", "H", "H", "H", "H", "H", "H", "H", "H", "H", "H", "H", "H", "H", "H", "H", "H", "H"],
  "positions_angstrom": [[-0.4257, 2.4050, 0.4528], [-0.3012, 1.0116, -0.0848], [0.8589, 0.3356, -0.0767], [2.1657, 0.8271, 0.2622], [3.2598, 0.0612, 0.4512], [3.3304, -1.3767, 0.5335], [2.3810, -2.1799, 1.0227], [2.5496, -3.9341, 1.0481], [-1.5810, 0.3223, -0.5452], [-2.1551, -0.4582, 0.6469], [-1.3116, -0.6550, -1.6993], [-2.6291, 1.3293, -1.0328], [0.5048, 2.7421, 0.8993], [-1.1996, 2.4463, 1.2183], [-0.7014, 3.1032, -0.3381], [0.8596, -0.6929, -0.4099], [2.3072, 1.8996, 0.2675], [4.2157, 0.5605, 0.5434], [4.2610, -1.8268, 0.2042], [1.4616, -1.8086, 1.4456], [1.4943, -4.1699, 1.8239], [-2.3998, 0.2147, 1.4650], [-1.4341, -1.1887, 1.0072], [-3.0593, -0.9879, 0.3512], [-0.7411, -0.1645, -2.4846], [-0.7625, -1.5318, -1.3678], [-2.2546, -0.9989, -2.1176], [-2.2401, 1.9109, -1.8650], [-2.9400, 2.0075, -0.2433], [-3.5136, 0.7971, -1.3778]],
  "homo_ev": -7.590,
  "e_above_lowest_kcal_mol": 0.00,
  "gap_ev": 8.2402,
  "smiles": "C\\C(=C/C=C\\C=C\\S)C(C)(C)C",
  "lumo_energy_ev": 0.7
}

Record 4
{
  "formula": "C18H18AlCl6N3O5S2",
  "method": "wB97M-V/def2-TZVPD",
  "species": ["Al", "Cl", "C", "C", "Cl", "C", "Cl", "C", "O", "C", "Cl", "C", "Cl", "C", "C", "C", "C", "C", "C", "H", "H", "H", "H", "H", "H", "H", "H", "H", "S", "C", "N", "C", "C", "N", "H", "H", "H", "H", "H", "H", "O", "Cl", "O", "O", "O", "S", "C", "C", "N", "C", "H", "H", "H"],
  "positions_angstrom": [[0.5630, 0.7881, -0.2474], [-4.2340, 6.5253, 0.0427], [-3.1290, 5.2240, -0.1805], [-2.6499, 4.5071, 0.9147], [-3.1914, 4.9112, 2.4975], [-1.7422, 3.4664, 0.7370], [-1.2006, 2.5444, 2.0820], [-1.2719, 3.1229, -0.5369], [-0.3960, 2.1786, -0.7533], [-1.8090, 3.8247, -1.6271], [-1.3405, 3.3314, -3.2150], [-2.7108, 4.8652, -1.4566], [-3.3166, 5.7106, -2.8281], [-2.8199, -2.8735, 1.7330], [-1.7035, -2.1480, 2.4926], [-0.6987, -3.1675, 3.0447], [-2.2987, -1.3323, 3.6454], [-1.0045, -1.2302, 1.5829], [-0.4365, -0.4478, 0.8519], [-3.3781, -3.5163, 2.4148], [-2.4074, -3.4927, 0.9359], [-3.5098, -2.1603, 1.2843], [-1.1869, -3.8194, 3.7697], [0.1343, -2.6631, 3.5339], [-0.2999, -3.7912, 2.2425], [-2.8431, -1.9906, 4.3235], [-2.9851, -0.5756, 3.2678], [-1.5120, -0.8283, 4.2049], [-0.0862, -0.4219, -2.3725], [0.8048, -1.8505, -2.1256], [0.7767, -2.6170, -1.0421], [1.7628, -3.6819, -1.0986], [2.2202, -3.6379, -2.5738], [1.6499, -2.3782, -3.0245], [0.3164, -2.2901, -0.1878], [1.3072, -4.6406, -0.8480], [2.5801, -3.4887, -0.4005], [1.8319, -4.4789, -3.1518], [3.3070, -3.6220, -2.6643], [1.6780, -2.0351, -3.9688], [2.2612, 0.0333, 2.8937], [2.6062, 0.5198, 1.6174], [3.9295, 1.0207, 1.5631], [2.3868, -0.4925, 0.5692], [1.6485, 1.6002, 1.1981], [4.2944, 1.7033, -2.8362], [2.9420, 2.6619, -3.2530], [1.9015, 2.3672, -2.4433], [2.1619, 1.3990, -1.5010], [3.3907, 0.9672, -1.6084], [2.9733, 3.3799, -4.0492], [0.9214, 2.8060, -2.4786], [3.8122, 0.2135, -0.9702]],
  "homo_ev": -8.281,
  "e_above_lowest_kcal_mol": 9.31,
  "gap_ev": 8.2978,
  "lumo_energy_ev": 0.0
}